Formula: C19H19AsCaN5O2S5Sb
Source: the OMol25 dataset
Level of theory: ωB97M-V/def2-TZVPD

Values from the calculation:
Net charge   -2
2S+1   1
HOMO level   -1.45 eV
ΔE to the lowest compared entry with this formula, charge and spin   147.67 kJ/mol
LUMO   4.29 eV
E_tot   -171550.72630 eV

Last column: Löwdin charge in e.
Element x y z (Å)
Ca: 0.35 -0.22 -0.08  0.874
S: -1.77 2.06 4.38  -0.255
Sb: -0.83 2.58 2.35  0.302
S: -2.04 0.96 0.91  -0.270
S: -2.31 1.67 -1.00  -0.205
S: -0.72 4.62 1.42  -0.232
N: 0.09 -2.33 1.55  -0.048
N: 0.15 -1.90 2.90  -0.046
C: 0.80 -0.67 3.09  -0.500
N: 0.77 -0.25 4.40  0.119
N: 1.36 -0.14 2.08  -0.038
N: 1.82 1.22 2.01  -0.339
O: 1.07 2.01 2.89  -0.485
O: 1.51 1.56 0.72  -0.451
H: -0.75 -2.89 1.43  0.087
H: 0.90 -2.87 1.26  0.065
H: 0.47 -2.61 3.55  0.118
H: -0.18 -0.29 4.76  0.039
H: 1.04 0.74 4.43  0.055
S: 1.74 -2.15 -1.68  0.411
C: 1.41 -2.34 -3.39  -0.765
C: 1.97 -3.44 -4.08  -0.158
C: 1.78 -3.62 -5.43  -0.129
C: 1.02 -2.71 -6.17  -0.130
C: 0.45 -1.63 -5.51  -0.122
C: 0.64 -1.43 -4.14  -0.440
As: -0.24 -0.03 -3.13  1.218
C: 1.23 1.25 -2.98  -0.407
C: 1.05 2.40 -2.22  -0.134
C: 2.11 3.28 -2.01  -0.077
C: 3.34 3.03 -2.59  -0.100
C: 3.53 1.89 -3.36  -0.100
C: 2.48 1.00 -3.55  -0.118
C: -1.32 0.83 -4.50  -0.396
C: -0.77 1.68 -5.46  -0.107
C: -1.58 2.27 -6.42  -0.101
C: -2.95 2.02 -6.43  -0.114
C: -3.50 1.18 -5.47  -0.098
C: -2.69 0.60 -4.51  -0.129
H: 2.57 -4.14 -3.51  0.079
H: 2.23 -4.48 -5.93  0.085
H: 0.87 -2.85 -7.23  0.082
H: -0.15 -0.92 -6.07  0.085
H: 0.08 2.61 -1.77  0.034
H: 1.95 4.14 -1.37  0.107
H: 4.17 3.71 -2.41  0.091
H: 4.50 1.68 -3.79  0.090
H: 2.64 0.09 -4.12  0.092
H: 0.29 1.89 -5.44  0.101
H: -1.14 2.93 -7.16  0.092
H: -3.58 2.48 -7.18  0.089
H: -4.57 1.01 -5.46  0.094
H: -3.12 -0.01 -3.73  0.086